This record from OMol25 describes a molecular structure, C3H4NO2S in a non-equilibrium geometry. The level of theory is ωB97M-V/def2-TZVPD.

Properties
HOMO-LUMO gap = 9.21 eV
LUMO = -6.059 eV
Energy above the lowest of the compared OMol25 structures with the same formula, charge and spin = 88.4 kcal per mole

The geometry in ORCA input format:
```
! RIJCOSX wB97M-V def2-TZVPD def2/J DEFGRID3
* xyz 1 1
O 0.6499 -1.0517 -1.4576
N 2.4195 0.6761 -0.3956
H 4.3006 1.7580 -0.8171
H 0.4610 -1.9654 0.8241
H -1.6252 0.1385 -1.5797
O 0.4529 -1.0430 1.0161
C 3.4362 1.1485 -0.4585
H -3.4163 -0.7296 0.8977
C -2.1050 -0.0609 -0.7106
C -2.8795 -0.2485 0.1701
S 0.3592 -0.2214 -0.3352
*
```

This record from OMol25 describes a molecular structure, C3H4N2O in a non-equilibrium geometry. The level of theory is ωB97M-V/def2-TZVPD.

Properties
HOMO-LUMO gap (alpha / beta) = 8.36 / 8.36 eV
LUMO (alpha / beta) = 0.378 / 0.378 eV
Energy above the lowest of the compared OMol25 structures with the same formula, charge and spin = 173.2 kcal per mole

The geometry in ORCA input format:
```
! RIJCOSX wB97M-V def2-TZVPD def2/J DEFGRID3
* xyz 0 1
O 1.0405 0.1857 2.1533
H -2.3942 -0.1574 -1.4031
H 0.2292 1.8771 0.5628
N 0.1823 0.9102 0.2373
C -1.3491 -0.2900 -1.1081
C -0.4811 -1.2100 -0.8372
C 0.7530 -0.1189 0.8521
N -0.3621 0.7464 -1.0284
H 1.5875 -0.5467 2.4852
H 0.0234 -2.1497 -1.0174
*
```

This record from OMol25 describes 9 unconnected molecules or ions with the total composition C16H48BF4O8 in a non-equilibrium geometry. The level of theory is ωB97M-V/def2-TZVPD.

Properties
HOMO-LUMO gap = 9.14 eV
LUMO = 2.726 eV
Energy above the lowest of the compared OMol25 structures with the same formula, charge and spin = 260.7 kcal per mole

The geometry in ORCA input format:
```
! RIJCOSX wB97M-V def2-TZVPD def2/J DEFGRID3
* xyz -1 1
H -1.0691 3.8246 3.4789
H 1.4309 4.3576 -2.4831
H -1.5551 4.9536 2.0919
H 2.9479 -4.8774 2.0619
O -4.4951 0.4936 1.0529
H -1.9491 -5.7324 -2.3361
H 3.4819 0.8226 -1.8101
O -1.0181 2.1166 1.2679
H 5.3509 2.6186 -2.1961
H -0.6251 1.4806 3.0389
H -4.0971 -0.8044 -2.2211
C 3.0639 -4.1144 2.5799
H 5.5459 1.9326 -0.0131
C -1.4221 -0.4994 -4.0521
C 2.2899 -2.9704 1.9039
O -3.3901 -1.1164 -2.5661
H -1.9501 -0.1244 -4.9101
H -0.2191 -6.1824 -2.5591
O 0.8569 -3.9014 -1.6551
H -1.5231 -0.2394 -1.6591
H -0.7091 1.4266 0.5739
H 2.5409 -4.3084 3.5349
F 1.5199 -1.1804 -0.8981
H 1.4609 -3.1834 1.5799
H -4.1691 1.3836 1.1849
C -1.3421 -1.2714 4.4519
H -2.5281 -0.2054 0.3169
H 1.1139 -2.9224 -1.5481
H 0.5239 -0.3144 4.0669
H -0.3841 0.0086 -4.0651
H -0.1521 4.9116 2.5759
H 4.5359 3.0996 0.2429
H 0.6009 5.5756 -3.4241
H 3.4459 1.9746 -0.0271
O -0.9621 1.0246 3.9199
C -0.3211 3.5526 -3.1141
H 2.7539 -2.4414 1.1699
H -0.0201 5.1266 -1.7101
C -3.3801 -0.3774 1.0549
H -1.0521 -1.5754 -4.2241
H -2.8571 -0.0774 1.9819
O -0.6451 2.6816 -2.0701
F 1.3839 1.1176 -1.0861
O 2.2439 -1.8494 2.6649
H 0.0039 2.9306 -3.9531
C -0.1931 3.2376 1.3719
H -0.5681 -0.9064 2.6349
H -2.4351 0.8076 -2.7661
H -0.9561 -5.7834 -0.8591
C 4.5599 2.3786 -0.2781
H 3.8469 2.9786 -2.0081
H -4.4721 -1.9024 1.9509
H -1.0781 -2.2944 4.3219
H -2.8261 -2.2424 1.2189
C -0.8761 -5.4314 -1.8651
C 0.5049 4.6216 -2.5881
H -1.3861 -0.9354 5.5309
H -0.0901 3.4266 0.3209
C 4.5259 2.3356 -1.7611
H 2.0179 -0.9774 2.0999
C -2.2501 -0.2024 -2.7471
C -0.5071 -0.3714 3.7299
H -1.2011 -3.4174 -1.1551
H -2.4151 -1.4494 4.0859
H -4.0621 -2.3314 0.2089
H 4.1119 -3.8484 2.7329
H 0.8139 2.8886 1.6539
C -0.8791 4.2806 2.3949
B 1.1499 0.0146 -0.2221
H -1.2681 4.0136 -3.4811
H 0.1029 2.1936 -1.8641
F 1.9629 0.0726 0.8669
C -0.5931 -3.9384 -1.9091
C -3.8171 -1.8074 1.1619
O 4.2119 1.1176 -2.2421
H -0.9631 -3.5164 -2.8011
F -0.2301 -0.1534 0.0459
*
```

This record from OMol25 describes 10 unconnected molecules or ions with the total composition C10H40O10 in a non-equilibrium geometry. The level of theory is ωB97M-V/def2-TZVPD.

Properties
HOMO-LUMO gap (alpha / beta) = 2.40 / 9.61 eV
⟨S²⟩ = 0.751
LUMO (alpha / beta) = 2.528 / 2.517 eV
Energy above the lowest of the compared OMol25 structures with the same formula, charge and spin = 32.1 kcal per mole

The geometry in ORCA input format:
```
! RIJCOSX wB97M-V def2-TZVPD def2/J DEFGRID3
* xyz -1 2
C 0.0973 43.4394 -1.7940
H 3.1470 44.2431 0.5953
H -4.5616 45.1864 -2.7172
H -3.3192 46.2334 -1.9547
O 0.5027 47.4895 -4.4910
O 0.2557 42.0401 -1.7677
H -0.6148 45.8590 -5.0207
C 3.5247 43.1953 -4.0042
H -2.0173 43.7441 -4.9849
H 1.1665 41.7433 -1.8316
H 3.7364 42.7551 1.3605
C 2.8301 39.5749 -3.7651
O 2.8316 46.2029 -3.8162
H 0.5294 41.2626 0.3550
H 1.0649 43.9153 -1.6349
H 2.8857 45.3960 -3.2990
H -3.2602 42.1995 0.8787
O 0.7195 40.9912 1.2560
H -1.4943 43.6040 -7.3781
H 3.7803 47.8580 -3.7141
H -3.0799 44.0662 -6.8371
O -2.0037 42.9206 -5.4781
H 1.2891 47.1547 -4.0540
H 3.4926 43.1551 -2.0837
O 3.2077 42.4658 -0.6008
H 4.3201 42.4580 -3.8955
H -3.7196 46.2557 -3.6996
C -3.2445 41.6472 -0.0609
H 2.0460 43.0707 1.1072
H 2.5113 39.9423 -4.7405
C 4.1182 46.8217 -3.7107
O -2.6463 44.4400 -3.1002
H 0.6587 39.0966 0.9364
H -0.9980 46.4345 -3.4227
O -3.7880 42.4280 -1.1284
H 4.6271 46.7410 -2.7501
C 1.4059 39.7659 1.3629
H 4.5712 39.6717 -2.8505
H -1.5494 47.3847 -4.7729
H 3.9576 43.9773 -4.6281
H -2.8259 43.7864 -2.4203
H 2.6523 42.8704 -4.5711
C -2.3751 43.2348 -6.8527
H 1.7439 39.7370 2.3988
H -2.2112 41.3901 -0.2939
C 3.0265 43.1607 0.6397
O 3.3033 43.8082 -2.7614
H -3.9136 40.8009 0.0946
H -0.1967 43.7259 -2.8037
H 4.7550 46.6015 -4.5675
H -3.8363 41.8072 -1.8590
C -3.5693 45.6247 -2.8236
H 2.3354 39.9094 0.8120
C -0.7232 46.7650 -4.4244
H -2.7314 42.3628 -7.4010
H 2.6462 38.5181 -3.5719
H -0.6615 43.9820 -1.2301
H 2.1129 40.0264 -3.0796
H 3.8482 41.7512 -0.5776
O 4.2330 39.8696 -3.7269
*
```

This record from OMol25 describes a molecular structure, C16H18Cl3NSTeY in a non-equilibrium geometry. The level of theory is ωB97M-V/def2-TZVPD.

Properties
HOMO-LUMO gap (alpha / beta) = 5.19 / 5.09 eV
LUMO (alpha / beta) = -5.883 / -5.986 eV

The geometry in ORCA input format:
```
! RIJCOSX wB97M-V def2-TZVPD def2/J DEFGRID3
* xyz 1 1
C 15.0218 7.7648 17.1191
Cl 11.6274 3.2037 13.8712
N 13.4300 6.3828 15.6262
C 10.3360 8.5363 17.1174
Te 10.3361 7.0259 12.4691
C 14.1883 6.9386 16.3291
Y 11.2955 5.7500 15.1595
H 12.8175 6.1761 19.3186
C 10.2187 7.0365 17.0223
C 12.2154 6.8390 11.3577
C 8.4264 3.8005 16.4625
H 14.8975 4.7465 10.6653
C 9.2018 4.9504 16.9128
C 11.7157 6.3637 19.2941
H 7.7520 4.3019 15.7516
C 9.1520 6.2957 16.3639
C 13.0061 5.6624 11.4983
H 7.5293 7.6610 16.2002
C 11.1798 3.8069 18.5798
H 15.0525 7.0238 9.2542
Cl 16.0471 8.7067 16.3651
H 11.6376 2.9548 17.9459
H 8.7390 7.6095 14.8453
H 10.6424 3.3635 19.4205
H 11.7193 7.4508 19.4691
H 9.0655 3.0830 16.0144
H 11.2228 5.8074 20.1172
H 7.4134 6.4232 14.8777
H 12.0586 4.4148 18.8684
H 9.7055 8.9602 17.9241
H 10.0985 9.0487 16.1346
H 12.7232 4.8099 12.0787
C 14.2711 6.7539 9.9307
H 11.3860 8.8346 17.3271
C 14.1657 5.6155 10.6997
S 12.9535 7.6809 9.9097
C 10.3972 4.8292 17.6970
Cl 15.4369 7.2899 18.6109
C 10.8962 6.1446 17.9522
C 8.1040 6.9737 15.5096
H 7.9329 3.3619 17.3456
*
```

This record from OMol25 describes a single C6H10O molecule. The level of theory is ωB97M-V/def2-TZVPD.

Properties
HOMO-LUMO gap = 10.77 eV
LUMO = 1.142 eV
Structure (SMILES) = C1CC[C@H]2O[C@@H]2C1
Energy above the lowest of the compared OMol25 structures with the same formula, charge and spin = 48.3 kcal per mole

The geometry in ORCA input format:
```
! RIJCOSX wB97M-V def2-TZVPD def2/J DEFGRID3
* xyz 0 1
H -1.0745 -1.2646 -1.0706
H -1.5847 -1.5913 0.5701
H 2.5467 -0.2580 0.4250
H 0.8216 -2.1679 0.0949
H -0.2012 0.8575 -1.6494
H 0.5721 -1.1445 1.4936
C 0.8265 1.1418 0.2144
C -1.5089 0.5429 0.0398
C 1.5992 -0.1149 -0.1125
C -0.9567 -0.9250 -0.0329
H 1.7807 -0.2218 -1.1873
C 0.5332 -1.1518 0.3984
C -0.3464 1.2267 -0.6293
O 0.4809 2.3772 -0.4229
H 0.6341 1.2147 1.2871
H -1.6564 0.8739 1.0706
H -2.4663 0.6051 -0.4891
*
```

This record from OMol25 describes a single C3H5NO2 molecule. The level of theory is ωB97M-V/def2-TZVPD.

Properties
HOMO-LUMO gap = 7.95 eV
LUMO = 0.453 eV
Energy above the lowest of the compared OMol25 structures with the same formula, charge and spin = 85.6 kcal per mole

The geometry in ORCA input format:
```
! RIJCOSX wB97M-V def2-TZVPD def2/J DEFGRID3
* xyz 0 1
C -0.8876 -0.3239 0.2798
O 0.6272 1.3665 0.0566
H 0.1604 -0.6061 -1.3587
H -0.7185 -0.3939 1.3703
H -1.7347 -0.9444 -0.0188
O 2.5118 0.0814 0.2159
H -1.4193 1.7953 0.0844
C 1.3497 0.3101 0.0318
H 0.7583 -1.7488 -0.1881
C -0.8218 1.0243 -0.4042
N 0.3799 -0.8171 -0.3617
*
```

This record from OMol25 describes 2 unconnected molecules or ions with the total composition C4H7N2O2P in a non-equilibrium geometry. The level of theory is ωB97M-V/def2-TZVPD.

Properties
HOMO-LUMO gap = 8.77 eV
LUMO = -0.722 eV
Structure (SMILES) = O=Pn1ccnc1.CO
Energy above the lowest of the compared OMol25 structures with the same formula, charge and spin = 0.0 kcal per mole

The geometry in ORCA input format:
```
! RIJCOSX wB97M-V def2-TZVPD def2/J DEFGRID3
* xyz 0 1
H -1.9879 -0.0637 0.5968
H -2.9804 1.8939 -1.0258
H 3.2438 -0.9666 -1.0758
C 0.8671 -0.3966 0.9368
H 0.4692 0.2513 1.6718
O -2.0215 0.8711 0.3344
N 1.7756 -2.1283 -0.2556
C 2.4779 -1.0827 -0.3787
H -0.0048 -2.5029 0.8378
C -2.8202 0.8925 -0.8278
P 2.5712 1.5820 -0.0720
H -2.3232 0.3521 -1.5462
C 0.7421 -1.7253 0.5643
H -3.8071 0.4426 -0.6631
N 2.0233 0.0007 0.3021
O 1.7750 2.5800 0.6011
*
```

This record from OMol25 describes 2 unconnected molecules or ions with the total composition C14H12NO6 in a non-equilibrium geometry. The level of theory is ωB97M-V/def2-TZVPD.

Properties
HOMO-LUMO gap = 2.09 eV
LUMO = -0.249 eV
Energy above the lowest of the compared OMol25 structures with the same formula, charge and spin = 44.2 kcal per mole

The geometry in ORCA input format:
```
! RIJCOSX wB97M-V def2-TZVPD def2/J DEFGRID3
* xyz -1 1
O -0.2112 0.6631 -2.2704
C -0.4580 -1.4133 1.0162
C -2.3233 -3.4902 1.6870
C 1.0531 2.6129 -2.8711
C 0.9891 4.0372 -3.1819
O 3.4645 -0.3318 1.8091
O 2.1416 2.0429 -2.9545
H -1.3467 -0.3838 2.8567
O -2.4216 4.7805 -2.3381
H 1.9351 4.4415 -3.5259
C 0.5770 -0.2471 0.7399
H -2.2841 2.3255 -2.0517
C 2.4045 -0.8338 2.1131
C -0.4835 -2.6066 0.1319
H -1.5183 -4.6198 -0.1154
C -1.3499 -1.2638 2.1710
H 1.2848 -0.5924 -0.0670
O 1.2634 -0.0230 2.0134
H -3.0191 -4.3233 1.9413
C -1.3697 4.1922 -2.5678
C -1.3264 2.7437 -2.3458
H 1.6844 -2.9926 2.0974
O -0.1506 6.1003 -3.3448
N -2.2537 -2.3237 2.4476
H 3.4446 -2.7148 2.4124
H -2.8670 -2.2069 3.2509
H 2.2646 -2.3503 3.7432
C -0.1004 4.8818 -3.0790
H 0.2159 -2.6783 -0.7350
H 0.0751 0.6778 0.3515
C 2.4076 -2.3158 2.6281
C -1.4794 -3.6923 0.5006
C -0.2425 1.9044 -2.4630
*
```

no.,calculated total energy (Ha)
1,-719.68910
2,-301.21116
3,-1664.50422
4,-1157.15022
5,-2760.02201
6,-309.76535
7,-322.43793
8,-757.94343
9,-1046.72335